53
Properties=species:S:1:pos:R:3:forces:R:3 method="wB97M-V/def2-TZVPD" total_charge=-1 lumo_ev=2.11 spin_multiplicity=1 homo_ev=-6.3
S -2.299 1.701 -1.103 1.11 -0.49 -0.73
O 3.525 2.529 -3.034 -1.01 -1.00 3.24
O 2.588 -0.075 0.858 1.33 -2.67 -1.04
O -2.078 -2.936 1.314 3.72 -1.94 3.18
O -0.980 -3.866 -2.073 1.62 2.07 -1.19
O 1.060 0.451 -4.027 3.30 2.90 -1.08
O 0.031 -4.023 0.245 0.52 -0.47 1.04
O -1.565 2.016 3.678 2.32 0.44 -1.30
O 0.792 -1.926 -3.118 1.84 0.30 0.81
O 2.444 4.185 0.864 2.16 3.44 -2.60
O 0.308 3.738 2.531 3.50 1.54 1.01
O -3.546 -1.687 3.455 3.28 -1.24 0.00
O 1.767 -2.510 -0.748 -1.21 -0.23 0.80
N 0.359 -1.518 2.248 0.05 1.50 0.21
C 1.734 0.580 1.655 -3.28 2.07 2.13
C 0.187 -0.219 1.624 2.87 1.71 -0.43
C -0.288 0.027 0.170 0.80 -2.96 -0.98
C -0.766 1.416 0.013 -1.71 3.51 0.79
C -1.673 1.367 -2.884 2.09 -0.10 -0.32
H -1.705 0.304 -3.248 -0.64 0.64 0.91
H -2.192 1.968 -3.731 0.89 -0.54 1.93
H 2.248 -0.991 0.697 0.52 0.76 -0.07
H 2.340 4.502 -0.093 0.25 -0.74 2.12
H 1.903 1.709 1.263 -1.41 -2.29 1.22
H 0.077 -4.962 0.474 0.21 0.25 -0.30
H -0.268 4.055 1.872 -1.44 0.60 -1.30
H 1.105 4.403 2.452 -2.14 -1.88 0.39
H -0.409 0.164 2.421 -0.83 1.39 -0.21
H 1.067 -0.362 -3.594 1.03 -3.34 1.47
H -1.149 -0.744 -0.129 2.08 1.52 0.44
H -1.203 -3.592 1.042 -1.17 1.87 0.43
H 1.015 -2.070 1.796 1.26 -1.54 -1.15
H 1.832 3.520 0.970 -2.21 -2.64 0.24
H 1.866 0.567 2.789 0.80 -0.05 -1.27
H -3.850 -1.098 2.784 -0.33 0.66 -0.79
H -1.591 -4.484 -1.726 -0.43 -0.71 1.09
H -0.490 1.510 -2.866 -2.71 0.54 0.04
H 2.653 1.991 -3.046 2.02 1.05 0.00
H -0.035 2.136 -0.350 0.39 -0.35 -0.57
H 1.289 -3.376 -0.334 0.23 0.99 -0.02
H 2.701 -2.523 -0.855 1.15 -0.64 0.01
H -2.422 -2.971 0.488 -2.20 0.31 -3.95
H -0.121 -2.029 -2.908 -1.27 -0.55 0.24
H -0.519 -1.986 2.181 -0.63 -0.57 -0.17
H 0.735 -0.088 -0.502 -3.00 -0.20 1.28
H 1.260 -2.000 -2.217 -0.86 -0.28 -1.11
H 0.161 0.485 -4.089 -3.74 0.91 -0.95
H -0.812 2.664 3.595 -1.22 0.25 1.01
H -1.083 1.475 3.007 -1.36 -0.51 0.61
H -1.005 2.039 1.028 -0.19 -2.00 -2.09
H -2.591 -1.947 3.101 -3.21 0.54 0.84
H 3.825 2.530 -2.024 -1.13 -0.19 -3.30
H -0.294 -3.578 -1.375 -1.98 -1.61 -0.55

---

53
Properties=species:S:1:pos:R:3:forces:R:3 method="wB97M-V/def2-TZVPD" total_charge=0 lumo_ev="-0.07 / -0.07" spin_multiplicity=2 homo_ev="-3.6 / -7.5"
O 0.882 -1.840 -2.658 -0.52 0.06 0.23
O 1.109 4.152 -0.172 0.04 0.61 0.04
O -2.756 0.660 -2.232 0.14 0.24 -0.23
O -2.568 3.450 -0.099 -0.85 0.23 0.25
O 1.093 1.161 -3.522 0.12 -0.48 -1.09
O -3.054 -1.070 0.336 -1.13 -0.62 -0.66
O -2.415 -2.864 1.926 0.26 -0.43 0.16
O -4.087 0.347 2.135 -0.30 1.01 0.73
O -1.507 0.235 1.513 -0.17 -1.23 -0.19
O 1.841 -2.918 1.909 -0.02 -0.63 -0.41
O -1.261 -1.818 -1.015 0.51 0.02 0.33
O -0.256 1.924 -1.169 0.34 0.26 -1.56
O 3.443 -1.552 -2.833 1.17 0.10 0.37
N 2.413 -1.018 0.553 -0.02 -1.64 0.12
C 2.632 -2.444 0.794 -0.58 0.45 0.50
C 1.440 0.428 2.462 -0.92 0.50 -1.91
C 0.652 1.381 1.388 0.10 -1.65 2.15
C -0.800 1.289 1.629 0.87 1.86 0.79
C 2.630 -0.251 1.799 1.75 0.87 -0.33
H -0.321 -1.744 -1.255 -0.64 -0.39 -0.56
H 0.825 1.840 -4.151 0.06 0.26 0.13
H 0.247 3.719 -0.140 0.23 -0.27 -0.16
H 1.647 3.536 -0.674 -0.03 -0.05 0.08
H 0.825 0.911 0.415 0.55 0.79 -0.22
H 0.684 -0.230 2.899 0.28 -0.20 -0.10
H -2.683 -1.880 0.915 -0.89 1.20 -0.47
H 1.047 0.356 -4.076 -0.04 0.29 0.88
H -3.482 0.340 2.905 -0.23 -0.51 -0.52
H -3.359 -0.088 -2.177 0.03 0.02 0.11
H -2.202 -0.568 0.102 -0.69 0.04 0.83
H -1.881 3.787 0.491 0.00 -0.29 -0.44
H -1.665 -3.381 1.605 0.11 0.01 0.09
H -3.673 -0.479 0.913 1.35 -0.99 0.08
H -0.894 1.930 -1.900 -0.15 -0.43 0.41
H 3.440 -0.750 -3.367 -0.12 0.01 0.13
H 1.465 -0.951 0.205 -0.19 0.47 0.27
H 0.552 1.763 -1.707 -0.48 -0.13 0.59
H 0.903 2.443 1.601 0.48 -0.86 -0.90
H -2.216 3.356 -0.984 0.53 0.17 0.22
H 0.904 -2.303 -3.501 0.27 -0.19 0.30
H -3.280 1.450 -2.076 -0.29 -0.13 0.10
H -2.044 -2.281 2.601 0.17 0.16 0.03
H -3.656 1.081 1.667 -0.03 0.19 -0.10
H 4.163 -1.405 -2.189 -0.52 -0.10 -0.35
H 1.785 1.123 3.187 0.47 0.28 0.99
H -1.617 -2.654 -1.322 0.39 -0.05 -0.26
H 2.206 -3.052 -0.065 1.09 0.65 0.86
H 2.074 -2.461 2.724 0.17 0.13 -0.19
H 3.725 -2.574 1.036 -0.99 -0.30 -0.58
H 1.702 -2.022 -2.173 0.21 0.15 -0.80
H 3.269 -0.882 2.490 -0.75 0.58 -0.48
H -1.254 2.259 1.787 -0.62 0.36 0.16
H 3.333 0.563 1.471 -0.53 -0.41 0.59

---

54
Properties=species:S:1:pos:R:3:forces:R:3 method="wB97M-V/def2-TZVPD" total_charge=-1 lumo_ev=2.51 spin_multiplicity=1 homo_ev=-6.3
O -2.129 -1.363 -2.230 -0.35 0.51 0.33
O 0.352 2.169 -2.909 2.00 0.48 -0.42
O 0.104 2.194 3.090 -1.61 -2.30 2.20
O -2.137 1.257 -2.722 3.05 -2.50 2.21
O 3.562 -2.163 2.387 0.41 -0.41 -0.17
O 3.123 0.915 -2.274 -0.01 0.36 -0.18
O 1.585 -0.035 3.158 -1.04 -0.07 1.52
O -1.773 -3.491 -0.570 0.16 -0.52 0.24
O 3.276 0.167 1.061 -2.23 -1.24 -1.96
O -3.310 -1.781 0.832 0.05 1.80 -0.38
O -0.677 -1.495 2.918 -0.73 0.46 0.50
O -2.984 0.529 -0.510 -0.68 -0.53 -1.38
N -1.242 0.821 1.026 -0.15 -0.08 0.67
N 0.833 -1.019 -2.411 0.26 1.37 0.07
C -0.201 0.579 -0.027 -0.48 0.69 -0.21
C 0.877 1.671 0.117 -0.70 0.24 -1.90
C 1.293 -1.292 -1.032 0.14 -0.54 -0.22
C -2.508 1.339 0.473 0.62 -0.12 -0.33
C 0.360 -0.833 0.083 -1.22 -1.44 0.32
H 4.017 0.703 1.032 2.45 1.72 0.11
H -0.434 -2.354 2.603 0.18 -0.74 -0.34
H -1.686 -2.924 -1.342 -0.04 0.01 -0.29
H 2.932 0.065 -2.679 0.03 -0.45 -0.11
H 0.412 2.666 0.061 0.00 -0.16 0.13
H 2.338 1.410 -2.561 0.05 0.19 0.05
H -2.076 -0.619 -2.859 -0.08 -0.34 0.20
H 2.809 -2.002 2.944 -0.49 -0.02 0.60
H 2.933 0.199 0.116 0.48 -0.03 1.50
H -0.511 -1.579 0.135 1.11 1.11 -0.16
H 2.265 -0.781 -0.914 -0.37 -0.56 -0.31
H -3.302 -0.919 0.229 -0.05 -1.30 1.22
H 1.421 1.578 1.001 0.56 -0.04 1.55
H -1.453 -0.038 1.568 0.51 0.62 -0.66
H -2.807 1.746 -3.036 -3.65 2.81 -2.13
H -3.288 1.382 1.229 0.28 0.34 0.75
H 0.501 2.885 2.663 1.72 2.83 -1.62
H 0.893 -0.968 1.037 -0.20 0.16 -0.32
H -2.437 -3.006 -0.041 0.07 -0.08 0.02
H -0.034 -1.514 -2.575 -0.09 -0.07 0.08
H -2.733 -1.535 1.581 -0.36 -0.30 -0.40
H 2.144 0.062 2.398 0.43 0.49 -0.74
H 1.621 1.642 -0.693 -0.41 -0.10 0.17
H -2.323 2.353 0.065 0.04 -0.07 0.28
H 1.003 0.767 3.240 0.78 -0.22 -0.21
H -0.688 0.727 -1.035 0.58 -0.39 1.19
H 3.538 -1.391 1.808 0.22 -0.07 -0.21
H -0.530 1.820 -2.925 -1.76 -0.56 -0.01
H 0.286 2.981 -2.413 -0.03 0.28 0.23
H -2.544 0.947 -1.737 0.22 0.11 -0.04
H -0.500 1.813 2.420 -0.45 -0.39 -0.55
H -2.395 -0.872 -1.396 0.36 -0.57 -0.96
H 0.573 0.007 -2.518 0.50 -1.79 0.36
H 0.162 -1.008 3.031 0.17 -0.07 -0.01
H 1.490 -2.411 -0.897 -0.26 1.51 -0.31

---

53
Properties=species:S:1:pos:R:3:forces:R:3 method="wB97M-V/def2-TZVPD" total_charge=0 lumo_ev=0.24 spin_multiplicity=1 homo_ev=-9.0 smiles=CCNCCCS.O.O.O.O.O.O.O.O.O.O.O
S 2.526 -0.104 2.913 -0.20 -0.11 0.22
O -2.024 -1.824 2.864 2.18 -0.88 -2.00
O 0.047 2.805 0.447 -1.69 -6.53 -3.60
O -3.775 0.345 1.823 1.81 0.99 1.38
O 1.076 3.362 -2.443 -1.69 -1.11 0.41
O -1.082 2.340 3.189 1.26 -1.96 0.91
O 2.204 -0.653 -2.950 -1.11 0.59 2.19
O 0.006 1.104 -3.699 7.20 -3.27 3.00
O -0.913 -2.165 -3.297 -0.36 1.73 -3.27
O 2.533 3.187 0.493 1.47 -0.64 -3.89
O 0.013 -3.952 0.100 1.83 1.63 -2.27
O 3.205 0.892 -1.123 0.62 0.55 0.86
N -0.709 -0.223 0.410 0.99 5.29 0.57
C -1.444 -0.672 -0.699 -4.02 0.44 -1.70
C 0.743 -0.514 0.375 -0.43 -2.28 -1.75
C 0.957 -1.717 1.340 0.35 -0.70 -1.49
C -3.096 -0.473 -0.528 3.06 -1.88 0.15
C 0.995 -1.220 2.747 2.22 3.65 -1.69
H -0.390 3.482 0.747 -4.61 5.59 2.80
H 1.809 -2.377 0.826 -1.44 1.25 2.13
H -0.801 1.155 -3.976 -7.16 1.34 -2.78
H 0.057 -2.374 1.373 0.96 0.60 -0.79
H 0.890 3.054 0.590 5.49 0.74 0.58
H 1.244 0.390 0.592 0.64 0.73 1.09
H 2.972 2.441 0.890 0.24 -0.49 0.89
H 0.587 1.830 -3.657 0.12 1.87 -0.43
H -0.422 2.481 3.897 -0.50 0.79 -0.27
H 2.757 2.870 -0.510 -1.01 1.17 3.12
H -3.376 -0.997 0.400 -0.15 0.62 -0.93
H -2.767 0.365 1.898 -1.83 0.28 -0.21
H -0.704 0.912 0.427 -0.38 -3.24 -0.07
H -0.875 -3.718 0.157 -2.41 0.30 0.21
H -2.545 -1.147 2.473 -1.55 0.73 0.23
H 0.260 2.888 -2.120 1.16 -0.06 -0.47
H 1.657 -0.260 -3.598 -1.26 0.53 -1.37
H 3.434 -1.062 2.638 -0.22 0.10 0.09
H -3.918 1.184 1.364 -0.25 -0.14 0.13
H 0.943 4.101 -1.863 0.63 1.17 0.34
H -0.200 -1.978 -2.745 1.72 0.13 1.70
H 2.791 0.803 -1.991 0.02 -0.66 0.30
H 0.162 -0.549 3.006 0.19 -0.40 -0.40
H 3.109 0.052 -0.639 -0.09 0.58 -0.69
H 1.156 -1.837 3.524 0.04 -2.74 2.30
H -1.315 -1.703 -0.734 0.25 -2.14 -0.21
H 2.855 -1.160 -3.349 1.86 -1.46 -1.40
H 0.147 -4.745 0.524 0.23 -2.86 1.48
H 1.264 -0.739 -0.664 -1.87 0.02 1.51
H -0.881 1.364 3.127 -0.81 1.18 -0.57
H -3.319 0.542 -0.601 -0.05 2.09 1.03
H -1.412 -1.881 2.047 -0.95 -0.17 2.03
H -3.760 -0.748 -1.317 0.23 -1.45 -1.14
H -1.215 -0.331 -1.717 0.50 0.48 0.44
H -1.456 -2.828 -2.978 -1.24 -1.98 1.30